Formula: C16H22O3
Source: the Open Molecules 2025 dataset
Level of theory: ωB97M-V/def2-TZVPD

## Properties
SMILES = CCOC(=O)[C@@](C)(C(C)=O)C(C)(C)c1ccccc1
LUMO level = 0.0271 hartree
Strongest force on any atom = 3.3 eV/Å
HOMO energy = -9.17 eV
E = -848.53834 a.u.
Energy relative to the best compared isomer or geometry (same formula, charge and spin) = 2.296 eV
Spin multiplicity = 1

XYZ file:
```
41
C16H22O3 | the Open Molecules 2025 dataset | ωB97M-V/def2-TZVPD
C -3.817 -0.413 1.722
C -2.650 0.537 1.866
O -1.437 -0.267 2.069
C -0.319 0.446 2.505
C 0.808 -0.461 3.275
C 0.629 -1.866 2.632
C 2.095 0.200 2.693
C 3.280 -0.622 2.117
O 2.309 1.408 2.712
O -0.305 1.602 2.287
H -4.674 0.201 1.578
H -3.699 -1.054 0.872
H -3.944 -1.022 2.599
H -2.479 1.096 0.964
H -2.805 1.207 2.695
H -0.445 -2.105 2.515
H 1.130 -2.066 1.642
H 1.055 -2.597 3.340
H 3.179 -1.696 1.893
H 3.727 -0.135 1.225
H 4.082 -0.591 2.892
C -0.840 -0.566 5.176
C 0.652 -0.116 4.906
C 0.691 1.402 5.305
C 1.542 -0.949 5.822
C 2.793 -0.419 6.273
C 3.710 -1.255 6.962
C 3.384 -2.581 7.302
C 2.130 -3.051 6.920
C 1.202 -2.254 6.253
H -0.976 -1.512 4.569
H -1.132 -0.827 6.242
H -1.519 0.224 4.825
H 1.727 1.751 5.411
H 0.250 1.908 4.448
H 0.170 1.696 6.238
H 3.114 0.579 6.002
H 4.707 -0.834 7.254
H 4.080 -3.175 7.889
H 1.866 -4.082 7.176
H 0.270 -2.665 5.970
```